[1]
{"formula": "C12H25CaNS4", "method": "the ωB97M-V functional and the def2-TZVPD basis", "e_lumo_ev": -0.2, "multiplicity": 1, "total_charge": 0, "homo_lumo_gap_ev": 5.032, "elements": ["Ca", "S", "S", "C", "C", "C", "N", "C", "C", "H", "H", "H", "H", "H", "H", "H", "H", "C", "H", "H", "H", "H", "H", "H", "H", "C", "C", "H", "H", "H", "H", "C", "C", "S", "C", "C", "S", "H", "H", "H", "H", "H", "H"], "positions_angstrom": [[0.069, -0.180, 0.575], [-0.152, 2.471, -0.390], [1.563, -1.932, 2.153], [-1.125, 2.167, -1.890], [1.570, 2.497, -1.044], [2.294, 1.172, -1.289], [2.385, 0.363, -0.044], [3.034, -0.970, -0.166], [3.107, -1.678, 1.188], [2.133, 3.095, -0.316], [1.512, 3.062, -1.980], [3.311, 1.405, -1.648], [1.797, 0.583, -2.066], [4.063, -0.845, -0.542], [2.484, -1.568, -0.901], [3.755, -1.107, 1.864], [3.539, -2.676, 1.062], [0.926, -3.507, 1.497], [2.931, 0.901, 0.619], [1.021, -3.580, 0.413], [-0.133, -3.574, 1.757], [1.472, -4.313, 1.987], [-2.143, 1.908, -1.592], [-0.720, 1.346, -2.484], [-1.148, 3.087, -2.472], [0.031, 1.007, 2.815], [1.292, 1.346, 2.453], [-0.174, 0.174, 3.509], [-0.840, 1.651, 2.591], [2.175, 0.805, 2.837], [1.520, 2.306, 1.954], [-4.431, 0.190, 0.203], [-3.090, -0.480, 0.139], [-2.382, -0.811, 1.621], [-2.541, -0.912, -1.116], [-3.278, -0.699, -2.411], [-1.116, -1.780, -1.313], [-4.695, 0.432, 1.235], [-5.206, -0.475, -0.186], [-4.456, 1.121, -0.369], [-2.693, -0.095, -3.109], [-3.418, -1.672, -2.884], [-4.249, -0.236, -2.261]], "mulliken_charge": [0.29, -0.04, -0.01, -0.68, -0.74, -0.79, -0.32, -0.75, -0.71, 0.39, 0.50, 0.39, 0.40, 0.39, 0.40, 0.37, 0.49, -0.85, 0.26, 0.27, 0.34, 0.35, 0.14, 0.19, 0.48, -1.09, -0.27, 0.35, 0.33, 0.36, 0.36, -1.68, 0.80, -0.47, 0.46, -1.45, -0.41, 0.38, 0.35, 0.29, 0.22, 0.37, 0.34]}

***

[2]
{"formula": "C11H26Cl6O4", "method": "the ωB97M-V functional and the def2-TZVPD basis", "e_lumo_ev": 0.7, "multiplicity": 1, "total_charge": 0, "smiles": "COCCOC.COCCOC.ClCCl.ClCCl.ClCCl", "homo_lumo_gap_ev": 10.157, "relative_energy_kj_mol": 13.4, "elements": ["C", "O", "C", "C", "O", "C", "H", "H", "H", "H", "H", "H", "H", "H", "H", "H", "C", "O", "C", "C", "O", "C", "H", "H", "H", "H", "H", "H", "H", "H", "H", "H", "Cl", "C", "Cl", "H", "H", "Cl", "C", "Cl", "H", "H", "Cl", "C", "Cl", "H", "H"], "positions_angstrom": [[4.716, 1.084, -2.987], [3.676, 0.262, -3.461], [2.497, 0.669, -2.769], [1.372, -0.119, -3.326], [1.692, -1.508, -3.204], [1.058, -2.446, -4.060], [5.048, 0.782, -2.010], [4.508, 2.136, -2.991], [5.589, 0.840, -3.657], [2.254, 1.737, -2.960], [2.572, 0.498, -1.672], [1.177, 0.074, -4.391], [0.360, 0.079, -2.755], [0.968, -1.978, -5.052], [0.165, -2.808, -3.499], [1.746, -3.321, -4.081], [-4.503, -0.464, 2.826], [-3.135, -0.748, 2.638], [-2.916, -2.119, 2.528], [-1.469, -2.424, 2.374], [-0.965, -2.153, 1.043], [0.403, -2.508, 0.879], [-5.149, -0.878, 2.054], [-4.682, 0.569, 2.926], [-4.796, -1.050, 3.683], [-3.540, -2.650, 1.714], [-3.245, -2.651, 3.483], [-1.288, -3.463, 2.545], [-0.882, -1.880, 3.204], [1.089, -1.935, 1.532], [0.750, -2.507, -0.144], [0.628, -3.577, 1.188], [-3.801, 0.401, -1.111], [-2.738, -0.561, -2.207], [-2.719, 0.014, -3.843], [-1.782, -0.547, -1.654], [-3.129, -1.633, -2.190], [1.271, 7.156, 4.312], [2.435, 5.866, 4.199], [1.834, 4.415, 5.024], [2.650, 5.582, 3.187], [3.370, 6.127, 4.641], [-0.392, 2.883, 2.521], [-0.690, 1.341, 1.631], [-0.192, 1.560, -0.005], [-0.018, 0.605, 2.074], [-1.796, 1.253, 1.824]], "mulliken_charge": [-0.80, -0.31, -0.51, 0.12, -0.32, -0.65, 0.33, 0.32, 0.24, 0.36, 0.29, 0.46, -0.28, 0.33, 0.19, 0.23, -0.91, -0.11, -0.54, -0.65, -0.15, -0.71, 0.34, 0.26, 0.37, 0.29, 0.33, 0.47, 0.29, 0.31, 0.17, 0.29, -0.18, 0.14, -0.15, -0.11, 0.28, -0.14, -0.26, -0.15, 0.25, 0.29, -0.18, 0.14, -0.12, 0.08, 0.04]}

***

[3]
{"formula": "C41H61F13N3O33S7", "method": "the ωB97M-V functional and the def2-TZVPD basis", "e_lumo_ev": -3.7, "multiplicity": 1, "total_charge": 1, "homo_lumo_gap_ev": 7.727, "relative_energy_kj_mol": 1862.3, "elements": ["C", "C", "C", "O", "C", "C", "C", "C", "O", "N", "C", "O", "C", "C", "C", "C", "F", "C", "F", "F", "C", "C", "O", "F", "N", "C", "F", "F", "C", "F", "F", "C", "F", "F", "C", "F", "F", "F", "C", "C", "C", "C", "C", "N", "C", "C", "C", "O", "H", "H", "H", "H", "H", "H", "H", "H", "H", "H", "H", "H", "H", "H", "H", "H", "H", "H", "H", "H", "H", "H", "H", "H", "H", "H", "H", "H", "H", "H", "H", "H", "H", "C", "C", "O", "S", "O", "O", "O", "H", "H", "H", "H", "C", "C", "O", "S", "O", "O", "O", "H", "H", "H", "H", "C", "C", "O", "S", "O", "O", "O", "H", "H", "H", "H", "C", "C", "O", "S", "O", "O", "O", "H", "H", "H", "H", "C", "C", "O", "S", "O", "O", "O", "H", "H", "H", "H", "C", "C", "O", "S", "O", "O", "O", "H", "H", "H", "H", "C", "C", "O", "S", "O", "O", "O", "H", "H", "H", "H"], "positions_angstrom": [[1.654, -1.509, 0.396], [1.239, -0.514, -0.649], [-0.366, -0.064, -0.873], [-0.872, -0.975, -1.870], [-1.997, -0.451, -2.670], [-3.291, -0.445, -1.674], [-4.547, -1.416, -2.060], [-5.308, -1.151, -3.470], [-4.259, -2.881, -1.899], [-2.116, -1.556, -3.749], [-1.404, -2.685, -3.321], [-0.811, -3.845, -3.020], [-1.641, 1.039, -3.363], [-0.550, 0.870, -4.625], [0.702, -0.117, -4.421], [1.891, 0.356, -5.503], [1.648, 1.196, -6.697], [3.263, -0.207, -5.179], [4.070, 0.175, -3.998], [3.840, -1.269, -6.079], [-3.001, 1.382, -4.212], [-4.261, 2.146, -3.621], [-4.516, 2.834, -2.520], [-5.457, 2.158, -4.562], [-1.204, 2.067, -2.323], [-0.740, 3.406, -2.823], [-1.374, 3.923, -4.055], [-1.214, 4.422, -1.797], [0.841, 3.716, -2.989], [1.293, 4.276, -1.657], [1.730, 2.571, -3.244], [1.220, 4.934, -4.060], [0.418, 6.191, -3.799], [1.097, 4.487, -5.499], [2.782, 5.455, -3.934], [3.010, 6.368, -2.753], [3.814, 4.413, -4.091], [2.966, 6.371, -5.125], [-0.467, 1.526, -1.098], [-1.066, 2.153, 0.338], [0.087, 2.945, 1.223], [1.343, 2.023, 1.713], [2.653, 2.480, 0.835], [3.992, 2.171, 1.481], [4.173, 0.648, 1.467], [5.121, 2.724, 0.590], [6.721, 2.275, 0.777], [4.901, 3.577, -0.439], [1.241, -1.368, 1.487], [2.403, -2.398, 0.199], [2.080, -0.069, -1.343], [-0.849, -0.463, 0.148], [-2.957, -0.884, -0.611], [-3.684, 0.645, -1.383], [-5.366, -1.209, -1.212], [-6.174, -1.972, -3.542], [-4.651, -1.347, -4.444], [-5.865, -0.121, -3.479], [-4.180, -3.247, -2.849], [-1.156, 0.409, -5.551], [-0.156, 1.896, -5.033], [1.237, -0.110, -3.383], [0.418, -1.212, -4.803], [-3.430, 0.418, -4.779], [-2.658, 2.045, -5.152], [-2.142, 2.308, -1.860], [0.671, 1.887, -1.032], [-1.908, 2.963, 0.170], [-1.531, 1.356, 1.047], [0.429, 3.973, 0.725], [-0.478, 3.284, 2.220], [1.578, 2.352, 2.837], [1.146, 0.873, 1.759], [2.700, 2.003, -0.251], [2.587, 3.669, 0.754], [5.180, 0.304, 2.005], [4.139, 0.334, 0.330], [3.310, 0.079, 2.053], [6.916, 1.374, 0.018], [6.875, 1.938, 1.886], [7.430, 3.146, 0.424], [8.325, 7.317, 0.668], [9.592, 7.484, -0.167], [10.524, 6.554, 0.380], [9.711, 5.256, 0.940], [9.755, 4.225, -0.073], [10.102, 5.029, 2.312], [8.221, 5.918, 0.928], [8.414, 7.836, 1.628], [7.435, 7.674, 0.143], [9.989, 8.501, -0.121], [9.414, 7.209, -1.212], [-6.875, 1.071, 1.961], [-6.105, -0.242, 2.087], [-4.918, -0.053, 1.321], [-4.481, 1.517, 1.399], [-3.468, 1.653, 2.422], [-4.311, 2.010, 0.052], [-5.884, 2.097, 1.992], [-7.398, 1.130, 1.001], [-7.592, 1.208, 2.775], [-6.674, -1.096, 1.712], [-5.812, -0.428, 3.126], [6.907, 2.510, -3.417], [8.174, 2.677, -4.252], [9.107, 1.747, -3.705], [8.294, 0.449, -3.145], [8.337, -0.582, -4.158], [8.684, 0.222, -1.773], [6.804, 1.111, -3.157], [6.996, 3.029, -2.458], [6.017, 2.867, -3.942], [8.572, 3.694, -4.206], [7.997, 2.402, -5.297], [-7.156, -4.095, 5.894], [-7.101, -4.157, 4.370], [-8.074, -3.217, 3.922], [-8.157, -1.990, 4.994], [-7.339, -0.904, 4.501], [-9.536, -1.820, 5.389], [-7.355, -2.719, 6.212], [-8.009, -4.661, 6.281], [-6.236, -4.464, 6.355], [-7.324, -5.156, 3.985], [-6.123, -3.835, 3.997], [-4.427, -6.679, 9.704], [-4.449, -5.399, 10.535], [-5.517, -4.622, 9.996], [-6.679, -5.627, 9.449], [-7.696, -5.740, 10.472], [-6.977, -5.280, 8.079], [-5.796, -6.997, 9.457], [-3.937, -6.514, 8.739], [-3.933, -7.502, 10.226], [-3.506, -4.850, 10.479], [-4.684, -5.614, 11.583], [0.200, -6.444, 9.330], [0.255, -6.507, 7.806], [-0.719, -5.566, 7.359], [-0.802, -4.339, 8.431], [0.016, -3.253, 7.938], [-2.181, -4.170, 8.825], [0.001, -5.068, 9.648], [-0.653, -7.010, 9.717], [1.120, -6.813, 9.792], [0.031, -7.505, 7.422], [1.232, -6.184, 7.433], [0.405, -4.141, -8.993], [0.883, -3.419, -7.736], [-0.094, -2.409, -7.492], [-1.549, -2.948, -7.994], [-2.258, -3.469, -6.847], [-2.116, -1.966, -8.890], [-1.015, -4.209, -8.878], [0.647, -3.567, -9.894], [0.830, -5.145, -9.079], [1.873, -2.975, -7.861], [0.893, -4.094, -6.874]], "mulliken_charge": [-1.16, -0.10, -1.08, -0.28, 1.27, 0.93, 0.00, -1.06, -0.58, -0.34, 0.47, -0.55, 0.11, -1.26, 0.61, 0.54, -0.34, -0.12, -0.09, -0.26, -0.65, -0.04, -0.38, -0.33, 0.94, 0.90, -0.33, -0.33, 0.26, -0.29, 0.04, 0.61, -0.27, -0.27, 0.57, -0.22, -0.18, -0.26, 3.20, -0.78, -0.92, -0.56, 0.24, -0.08, -0.50, 0.45, -0.55, -0.55, 0.27, 0.27, -0.06, 0.49, 0.29, -1.04, 0.08, 0.47, 0.16, 0.21, 0.41, 0.58, 0.51, -0.71, 0.27, 0.34, 0.70, 0.62, -2.10, 0.28, 0.33, 0.25, 0.42, 0.36, 0.05, -0.34, 0.26, 0.28, 0.12, 0.24, 0.21, 0.39, -0.07, -0.32, -0.34, -0.32, 1.08, -0.47, -0.56, -0.26, 0.27, 0.32, 0.32, 0.26, -0.43, -0.19, -0.31, 1.09, -0.63, -0.39, -0.39, 0.28, 0.35, 0.39, 0.25, 0.15, -0.39, -0.34, 1.06, -0.56, -0.54, -0.16, 0.03, 0.10, 0.34, 0.32, -0.16, -0.22, -0.33, 1.06, -0.52, -0.57, -0.27, 0.23, 0.22, 0.35, 0.25, -0.24, -0.25, -0.32, 0.96, -0.56, -0.41, -0.37, 0.24, 0.33, 0.28, 0.31, -0.24, -0.33, -0.30, 1.05, -0.58, -0.45, -0.30, 0.21, 0.31, 0.32, 0.29, -0.42, -0.31, -0.16, 1.08, -0.53, -0.56, -0.31, 0.31, 0.32, 0.31, 0.28]}

***

[4]
{"formula": "C6H9N", "method": "the ωB97M-V functional and the def2-TZVPD basis", "e_lumo_ev": 1.2, "multiplicity": 1, "total_charge": 0, "smiles": "C[C@]12C[C@H]1[C@H]1N[C@H]12", "homo_lumo_gap_ev": 9.448, "relative_energy_kj_mol": 401.0, "elements": ["C", "C", "C", "C", "C", "N", "C", "H", "H", "H", "H", "H", "H", "H", "H", "H"], "positions_angstrom": [[-1.469, 1.322, 0.112], [-0.269, 0.448, -0.089], [0.313, 0.083, -1.423], [-0.289, -0.994, -0.557], [0.681, -1.362, 0.612], [1.847, -0.553, 0.477], [0.707, 0.055, 1.063], [-2.010, 1.027, 1.034], [-2.142, 1.177, -0.750], [-1.189, 2.387, 0.181], [-0.308, 0.366, -2.270], [1.392, 0.090, -1.590], [-1.163, -1.573, -0.855], [0.507, -2.173, 1.323], [2.833, -0.629, 0.625], [0.559, 0.329, 2.107]], "mulliken_charge": [-1.31, 0.90, -0.88, -0.41, -0.21, -0.47, -0.46, 0.32, 0.32, 0.30, 0.30, 0.24, 0.38, 0.37, 0.22, 0.40]}

***

[5]
{"formula": "C11H24N3O", "method": "the ωB97M-V functional and the def2-TZVPD basis", "e_lumo_ev": -3.0, "multiplicity": 1, "total_charge": 1, "smiles": "CCCCC(CCCC)(N=C=[NH2+])ONC", "homo_lumo_gap_ev": 9.686, "relative_energy_kj_mol": 396.5, "elements": ["C", "C", "C", "C", "C", "C", "C", "C", "C", "N", "C", "N", "O", "N", "C", "H", "H", "H", "H", "H", "H", "H", "H", "H", "H", "H", "H", "H", "H", "H", "H", "H", "H", "H", "H", "H", "H", "H", "H"], "positions_angstrom": [[3.456, -2.668, -0.580], [2.130, -1.850, -0.578], [1.768, -1.347, 0.782], [0.398, -0.698, 1.101], [-0.003, 0.613, 0.408], [-1.353, 1.195, 1.025], [-2.590, 0.296, 0.739], [-3.856, 1.118, 0.984], [-5.094, 0.495, 0.473], [-0.405, 0.155, -1.081], [-0.349, -0.291, -2.092], [-0.167, -0.861, -3.227], [0.870, 1.663, 0.316], [2.230, 1.490, -0.213], [3.254, 2.518, 0.312], [3.411, -3.076, -1.523], [3.527, -3.434, 0.192], [4.329, -1.916, -0.546], [1.382, -2.508, -0.958], [2.274, -1.036, -1.157], [1.914, -2.345, 1.499], [2.489, -0.752, 1.270], [0.388, -0.520, 2.181], [-0.564, -1.338, 0.880], [-1.280, 1.222, 2.156], [-1.413, 2.191, 0.643], [-2.681, -0.567, 1.504], [-2.706, -0.052, -0.293], [-3.877, 1.468, 1.955], [-3.653, 2.044, 0.424], [-4.949, 0.581, -0.546], [-6.054, 1.102, 0.698], [-5.303, -0.541, 0.715], [0.752, -1.202, -3.410], [-0.858, -0.860, -3.982], [2.079, 1.589, -1.143], [3.273, 2.464, 1.335], [3.115, 3.538, -0.098], [4.118, 2.122, -0.165]], "mulliken_charge": [-1.47, -0.18, -0.57, -1.29, 1.15, -1.08, -0.06, -0.70, -1.38, 0.11, 0.32, -0.41, -0.26, -0.33, -0.89, 0.46, 0.38, 0.27, 0.40, 0.18, 0.39, 0.30, 0.34, 0.41, 0.34, 0.56, 0.24, 0.15, 0.52, 0.32, 0.42, 0.33, 0.33, 0.25, 0.26, 0.20, 0.37, 0.27, 0.36]}

***

Computed calculated total energy (hartree) in order:
-2797.35482, -3496.68373, -8330.27917, -288.62931, -672.61887